Entry 1:
The following is a quantum chemistry calculation of a 10-piece molecular cluster, C21H62O10 overall, from the OMol25 dataset.

Values from the calculation:
* SMILES: CC(C)O.CC(C)O.CC(C)O.CC(C)O.CC(C)O.CC(C)O.CC(C)O.O.O.O
* F_max: 3.16 eV Å⁻¹
* energy relative to the best compared isomer or geometry (same formula, charge and spin): 12.9 kcal per mole
* orbital gap: 9.79 eV
* HOMO: -9.35 eV
* total energy: -43256.9917 eV

ORCA input file:
```
! wB97M-V def2-TZVPD RIJCOSX def2/J DEFGRID3
* xyz 0 1
C -2.42 3.26 -3.21
C -1.00 3.51 -2.72
C -0.86 3.39 -1.19
O -0.14 2.59 -3.28
H -3.10 3.97 -2.75
H -2.69 2.23 -2.94
H -2.47 3.30 -4.30
H -0.58 4.44 -3.10
H -1.50 4.16 -0.75
H 0.14 3.54 -0.81
H -1.33 2.48 -0.80
H 0.72 2.83 -2.93
C -2.49 -1.07 -2.18
C -1.04 -1.03 -2.67
C -0.91 -0.78 -4.15
O -0.33 -0.02 -1.93
H -3.12 -0.49 -2.86
H -2.59 -0.49 -1.27
H -2.86 -2.08 -2.03
H -0.55 -1.99 -2.50
H -1.52 -1.43 -4.78
H 0.14 -0.79 -4.47
H -1.30 0.23 -4.23
H -0.38 0.79 -2.44
C 4.38 -1.99 -2.37
C 3.86 -2.04 -0.88
C 2.38 -1.73 -0.72
O 4.14 -3.30 -0.31
H 4.06 -1.07 -2.85
H 4.05 -2.77 -3.06
H 5.47 -1.97 -2.41
H 4.30 -1.24 -0.28
H 1.82 -2.63 -0.97
H 2.06 -0.90 -1.36
H 2.12 -1.48 0.30
H 3.92 -3.20 0.62
C -0.75 -0.23 4.47
C -0.25 -1.45 5.29
C -0.39 -1.15 6.73
O -0.95 -2.62 5.01
H -0.09 0.63 4.47
H -1.78 0.07 4.66
H -0.76 -0.53 3.42
H 0.81 -1.55 5.06
H -1.43 -0.97 6.99
H 0.20 -0.26 6.92
H 0.00 -1.96 7.34
H -1.12 -2.58 4.06
C 0.17 -4.61 1.50
C -0.67 -3.38 1.61
C -1.36 -3.00 0.30
O -1.65 -3.65 2.57
H -0.38 -5.37 0.95
H 0.44 -5.00 2.48
H 1.00 -4.48 0.81
H -0.01 -2.53 1.83
H -2.15 -3.72 0.09
H -0.71 -3.12 -0.57
H -1.85 -2.03 0.26
H -1.84 -4.58 2.41
C 3.48 1.82 -1.48
C 3.22 2.37 -2.89
C 2.46 1.31 -3.85
O 2.41 3.47 -2.85
H 2.61 1.40 -0.96
H 4.02 2.58 -0.92
H 4.20 1.01 -1.56
H 4.14 2.71 -3.37
H 3.24 0.60 -4.16
H 2.06 1.81 -4.73
H 1.61 0.79 -3.40
H 2.82 4.04 -2.20
C -2.65 2.35 2.36
C -3.46 1.22 1.63
C -4.12 1.69 0.37
O -2.61 0.11 1.49
H -1.80 1.92 2.90
H -3.28 2.88 3.08
H -2.18 3.02 1.64
H -4.20 0.80 2.32
H -4.64 0.84 -0.08
H -3.49 2.12 -0.41
H -4.86 2.44 0.65
H -3.10 -0.69 1.71
O 1.07 2.94 1.93
H 1.98 2.83 1.65
H 0.61 2.20 1.52
O 1.93 -0.31 2.78
H 2.58 0.37 2.94
H 1.31 0.09 2.17
O 0.22 0.51 0.74
H 0.19 0.27 -0.18
H -0.65 0.31 1.07
*
```



Entry 2:
The following is a quantum chemistry calculation of a 9-piece molecular cluster, C21H63N2O19S6 overall, from the OMol25 dataset.

Values from the calculation:
* F_max: 5.00 eV Å⁻¹
* energy relative to the best compared isomer or geometry (same formula, charge and spin): 163.7 kcal per mole
* orbital gap: 3.03 eV
* HOMO: -8.01 eV
* total energy: -129673.2612 eV

ORCA input file:
```
! wB97M-V def2-TZVPD RIJCOSX def2/J DEFGRID3
* xyz 1 1
N -5.18 5.71 34.64
H -4.97 6.68 34.81
H -6.01 5.78 34.06
H -5.38 5.26 35.52
H -4.42 5.25 34.16
N -4.24 6.24 29.25
H -3.73 5.75 29.97
H -3.67 6.09 28.43
H -4.33 7.15 29.68
H -5.12 5.83 28.99
C -0.99 2.00 29.54
C -0.47 2.46 30.98
C 1.04 2.96 31.02
O -1.46 3.33 31.49
H -1.06 2.80 28.81
H -1.93 1.45 29.60
H -0.26 1.39 29.01
H -0.61 1.70 31.75
H 1.23 3.97 30.66
H 1.66 2.30 30.41
H 1.31 2.90 32.07
O 9.75 5.59 27.35
S 8.70 6.58 27.64
O 8.31 7.55 26.65
O 7.32 5.69 27.94
C 7.27 4.41 28.52
C 7.96 3.34 27.72
C 8.84 7.42 29.29
H 6.21 4.13 28.44
H 7.49 4.40 29.58
H 7.86 3.61 26.66
H 7.52 2.36 27.91
H 9.03 3.23 27.89
H 8.58 6.65 30.01
H 8.17 8.28 29.29
H 9.82 7.89 29.37
O -1.44 5.54 24.82
S -1.32 5.18 23.38
O -1.08 6.14 22.34
O -0.12 4.05 23.21
C 0.88 3.88 24.12
C 1.66 2.69 23.64
C -2.78 4.12 23.01
H 0.42 3.81 25.10
H 1.40 4.83 24.19
H 2.54 2.63 24.28
H 1.98 2.75 22.60
H 1.12 1.75 23.65
H -3.66 4.69 23.32
H -2.69 3.17 23.54
H -2.94 3.72 22.01
O 1.70 0.53 38.63
S 2.22 1.80 38.14
O 2.75 2.79 39.08
O 3.41 1.52 37.01
C 3.36 0.30 36.33
C 4.68 -0.34 36.10
C 1.00 2.57 37.03
H 3.02 0.76 35.40
H 2.60 -0.38 36.70
H 4.63 -1.04 35.26
H 5.03 -0.87 36.99
H 5.31 0.54 36.00
H 0.02 2.56 37.52
H 0.99 1.93 36.15
H 1.38 3.51 36.64
O 1.21 -4.96 32.09
S 0.52 -3.68 31.85
O 0.14 -2.90 33.01
O 1.42 -2.71 30.86
C 2.15 -3.26 29.76
C 3.61 -3.19 30.14
C -1.03 -3.81 30.66
H 1.82 -2.83 28.81
H 1.91 -4.32 29.64
H 4.25 -3.50 29.32
H 3.83 -3.95 30.89
H 3.98 -2.26 30.58
H -0.55 -4.17 29.75
H -1.51 -2.83 30.62
H -1.61 -4.67 30.96
O 5.74 13.45 29.62
S 5.08 13.65 28.33
O 5.84 13.69 27.08
O 3.97 12.38 28.15
C 3.13 12.07 29.27
C 2.08 11.00 28.89
C 3.88 15.09 28.43
H 2.56 12.97 29.51
H 3.87 11.91 30.06
H 1.26 10.97 29.62
H 2.45 10.03 28.56
H 1.62 11.37 27.98
H 4.38 15.90 28.96
H 3.03 14.87 29.08
H 3.80 15.29 27.36
O -7.07 -0.37 37.82
S -6.35 -0.95 36.71
O -6.55 -2.39 36.43
O -6.68 -0.04 35.42
C -6.31 -0.55 34.12
C -7.36 0.20 33.27
C -4.64 -0.54 36.94
H -6.37 -1.64 34.16
H -5.30 -0.33 33.80
H -7.40 -0.12 32.23
H -7.23 1.28 33.17
H -8.36 -0.08 33.58
H -3.98 -1.37 36.69
H -4.33 -0.35 37.97
H -4.47 0.40 36.43
*
```



Entry 3:
The following is a quantum chemistry calculation of a 4-piece molecular cluster, C21H65N10O10P5 overall, from the OMol25 dataset.

Values from the calculation:
* SMILES: CNCO[P@@](=O)(O)OCP(=O)(O)O.CN(C)P(=O)(N(C)C)N(C)C.CN(C)P(=O)(N(C)C)N(C)C.CN(C)P(=O)(N(C)C)N(C)C
* F_max: 7.88 eV Å⁻¹
* orbital gap: 6.13 eV
* HOMO: -7.44 eV
* total energy: -104639.2485 eV

ORCA input file:
```
! wB97M-V def2-TZVPD RIJCOSX def2/J DEFGRID3
* xyz 0 1
C -2.39 -8.66 -1.91
N -0.98 -8.86 -2.40
C -0.33 -7.52 -2.80
O -1.26 -6.59 -3.45
P -1.22 -5.00 -2.74
O -1.52 -3.96 -3.94
O -2.57 -4.88 -1.65
O 0.32 -4.52 -2.08
C 0.21 -4.00 -0.71
P 0.54 -5.41 0.54
O 0.63 -4.82 2.04
O -0.68 -6.65 0.59
O 2.16 -6.03 0.14
H -3.14 -8.98 -2.75
H -2.62 -7.59 -1.46
H -2.56 -9.42 -1.01
H -0.41 -9.22 -1.58
H 0.19 -7.12 -1.83
H 0.50 -7.79 -3.61
H -3.24 -5.56 -1.94
H 1.11 -3.23 -0.57
H -0.77 -3.38 -0.49
H -1.60 -6.27 0.70
H 2.15 -7.00 0.40
O -4.83 -2.25 3.73
P -3.59 -2.35 4.65
N -4.36 -1.49 5.88
C -3.94 -0.31 6.59
C -5.18 -2.32 6.76
N -2.64 -1.39 3.59
C -2.99 0.00 3.33
C -2.40 -2.05 2.31
N -2.16 -2.47 5.71
C -1.06 -1.51 5.75
C -1.60 -3.83 5.66
H -3.21 -0.53 7.38
H -4.79 0.19 7.06
H -3.51 0.45 5.94
H -4.57 -2.79 7.55
H -5.67 -3.13 6.20
H -5.98 -1.74 7.23
H -4.06 0.14 3.16
H -2.46 0.40 2.46
H -2.68 0.64 4.15
H -3.27 -2.00 1.65
H -2.15 -3.11 2.46
H -1.54 -1.60 1.79
H -0.40 -1.59 4.87
H -0.44 -1.69 6.64
H -1.40 -0.48 5.83
H -1.10 -4.01 4.70
H -2.40 -4.57 5.76
H -0.90 -4.00 6.47
O -1.45 3.20 2.56
P -0.76 4.44 1.93
N -0.87 3.78 0.38
C 0.17 3.54 -0.60
C -2.13 4.05 -0.29
N 0.71 4.10 2.75
C 1.45 2.87 2.48
C 0.59 4.26 4.20
N 0.04 5.85 1.21
C 1.49 6.00 1.03
C -0.49 7.09 1.79
H 0.43 4.45 -1.15
H -0.16 2.80 -1.34
H 1.07 3.13 -0.17
H -2.12 5.04 -0.78
H -2.96 4.04 0.42
H -2.36 3.29 -1.05
H 0.81 1.99 2.43
H 2.22 2.69 3.25
H 2.02 2.96 1.55
H 0.08 3.40 4.67
H 0.01 5.15 4.45
H 1.57 4.38 4.67
H 2.01 6.20 1.97
H 1.69 6.84 0.36
H 1.95 5.13 0.56
H -0.13 7.22 2.82
H -1.58 7.05 1.81
H -0.20 7.96 1.20
O 2.86 2.16 -3.11
P 3.66 2.39 -4.42
N 2.80 3.80 -4.76
C 2.07 4.17 -5.95
C 3.34 5.00 -4.13
N 3.03 0.97 -5.14
C 1.60 0.84 -5.40
C 3.48 -0.25 -4.45
N 4.58 2.66 -5.92
C 4.22 2.13 -7.23
C 6.01 2.41 -5.69
H 2.73 4.54 -6.75
H 1.35 4.97 -5.73
H 1.46 3.36 -6.35
H 4.16 5.43 -4.72
H 3.74 4.77 -3.13
H 2.57 5.77 -3.99
H 0.98 1.19 -4.57
H 1.32 -0.19 -5.62
H 1.32 1.39 -6.30
H 2.94 -0.42 -3.52
H 4.55 -0.18 -4.21
H 3.36 -1.12 -5.10
H 4.41 1.06 -7.32
H 4.81 2.63 -8.01
H 3.18 2.32 -7.49
H 6.21 1.34 -5.58
H 6.34 2.92 -4.78
H 6.62 2.81 -6.51
*
```